Here is one molecule with the formula C18H22ClN5O4S from the Open Molecules 2025 dataset. Energies are from ωB97M-V with the def2-TZVPD basis set.

```
51
Properties=species:S:1:pos:R:3:forces:R:3:mulliken_charge:R:1
C 1.92546 -1.33894 -1.68633 -0.02 -0.09 0.02 -1.7661
C 2.18701 0.13000 -1.97599 0.13 -0.05 0.07 0.6391
C 2.41784 0.95571 -0.67930 0.24 0.17 -0.15 -0.9558
N 1.25181 1.84797 -0.59010 -0.17 -0.20 0.21 0.1369
C 0.20506 1.61397 0.25435 0.07 -0.03 -0.09 0.0770
O -0.96661 1.68207 -0.09259 -0.08 0.12 0.00 -0.6766
C 0.50730 1.33006 1.70595 -0.01 0.03 -0.12 0.7655
C -0.57176 0.90607 2.50890 -0.29 -0.13 0.06 -0.5200
C -0.35968 0.67848 3.83193 -0.02 0.02 -0.15 0.2670
Cl -1.66114 0.15104 4.82985 -0.03 -0.03 0.09 -0.2351
C 0.92854 0.88266 4.37699 0.08 0.04 -0.07 0.7357
C 1.29182 0.69123 5.72376 -0.05 -0.02 0.05 -0.7754
C 2.57920 0.93665 6.09193 0.05 -0.02 0.18 -0.4179
N 3.54767 1.35953 5.24107 0.11 -0.02 0.24 -0.6210
C 3.22494 1.54166 3.99722 0.13 0.08 -0.19 -0.2526
C 1.92353 1.32116 3.47902 -0.07 -0.05 0.16 0.0391
N 1.70730 1.53977 2.16233 0.26 0.06 -0.04 -0.4764
C 0.93695 2.18860 -1.97120 -0.02 0.14 -0.23 -1.2628
C 1.02279 0.85643 -2.71095 0.18 0.18 -0.01 -0.6822
N -0.25647 0.19287 -2.59241 -0.12 -0.02 0.02 0.1619
C -0.66787 -0.76359 -3.44723 0.12 -0.04 0.00 0.1880
O -0.00508 -1.16104 -4.39007 0.01 0.06 -0.06 -0.6929
C -2.03124 -1.39512 -3.16063 -0.26 0.32 -0.19 0.7171
C -1.78704 -2.82796 -2.72178 0.01 -0.12 0.11 -1.5846
N -2.77796 -0.57450 -2.19136 0.15 -0.12 0.01 -0.4764
S -4.05929 -1.09063 -1.29800 0.20 0.00 0.03 1.1324
C -3.31126 -1.60637 0.21715 -0.08 0.04 -0.13 -0.5319
O -4.81610 0.09157 -1.02609 -0.17 0.23 0.02 -0.6974
O -4.67578 -2.23024 -1.90427 -0.09 -0.19 -0.06 -0.6361
H 1.06350 -1.46548 -1.02579 0.02 0.01 0.02 0.2387
H 1.73013 -1.89210 -2.60509 -0.01 0.01 0.01 0.3993
H 2.79187 -1.78540 -1.19619 0.00 0.00 0.01 0.4856
H 3.08094 0.19486 -2.59863 -0.03 0.06 -0.03 0.4694
H 3.31902 1.56839 -0.76657 -0.07 0.01 0.02 0.2088
H 2.53612 0.34172 0.20352 -0.15 -0.07 0.09 0.4393
H -1.55210 0.77950 2.07379 0.05 0.04 -0.06 0.6087
H 0.56001 0.35780 6.44499 0.00 0.00 0.01 0.4007
H 2.88957 0.79858 7.12049 0.01 0.00 -0.01 0.3857
H 4.00301 1.88307 3.32113 -0.08 -0.01 -0.07 0.4439
H 1.70243 2.88012 -2.33213 0.04 -0.07 0.03 0.4790
H -0.02992 2.67396 -2.05771 -0.04 -0.03 0.06 0.4925
H 1.25389 0.99331 -3.76478 -0.07 -0.12 -0.06 0.6155
H -0.83986 0.43564 -1.80304 -0.08 -0.01 -0.02 0.3665
H -2.55876 -1.39487 -4.11868 0.04 -0.12 0.00 0.2173
H -1.15363 -3.30667 -3.46505 0.03 0.04 -0.02 0.4367
H -1.26280 -2.85248 -1.76379 0.01 -0.02 0.01 0.3092
H -2.71409 -3.38685 -2.64593 -0.05 0.00 0.06 0.4183
H -2.98099 0.36761 -2.50271 0.02 0.01 0.00 0.3206
H -4.12746 -1.87037 0.88646 0.04 -0.03 0.04 0.4520
H -2.67970 -2.46617 0.01512 0.04 -0.04 0.08 0.3259
H -2.74111 -0.76326 0.59842 0.02 -0.03 0.05 -0.1117
```
Positions in Å, forces in eV/Å.

SMILES: C[C@@H]1CN(C(=O)c2cc(Cl)c3ccncc3n2)C[C@@H]1NC(=O)[C@@H](C)NS(C)(=O)=O
Total energy (eV): -58022.451
Relative energy (zero: lowest compared OMol25 entry of this formula, charge and spin) (eV): 0.456
HOMO (eV): -9.602
Frontier orbital gap (Eh): 0.3208
Multiplicity: 1

---

Here is one molecule with the formula C18H22FN3O5S in a non-equilibrium geometry from the Open Molecules 2025 dataset. Energies are from ωB97M-V with the def2-TZVPD basis set.

```
50
Properties=species:S:1:pos:R:3:forces:R:3:mulliken_charge:R:1
C 3.11929 2.89908 -4.01723 -0.02 0.00 -0.02 -0.6744
O 4.02994 2.23929 -3.16774 0.18 -0.07 -0.04 -0.4165
C 3.43489 1.45336 -2.17120 -0.12 -0.25 0.04 -0.1022
C 2.87382 0.12041 -2.70872 0.12 0.45 -0.29 -0.8304
N 2.42804 -0.72172 -1.62742 0.29 0.02 0.11 -0.1054
C 1.12894 -0.92345 -1.35868 0.37 -0.07 -0.01 0.5723
O 0.22410 -0.50883 -2.06901 -0.15 0.08 -0.05 -0.8957
C 0.89733 -1.68058 -0.10558 -0.84 -0.31 0.90 -0.2024
O 2.00138 -2.15382 0.51274 -0.23 0.41 -0.86 -0.2364
N 1.66350 -2.68924 1.70023 -0.14 -0.59 1.03 -0.7776
C 0.37235 -2.56161 1.84701 0.21 0.05 -0.92 -0.0313
C -0.29518 -2.87605 3.12342 -0.05 0.13 0.63 -0.7119
S 0.15243 -1.56334 4.35769 -0.07 0.13 -0.16 -0.1782
C 0.37410 -0.20707 3.21562 -0.10 -0.30 0.59 -0.0639
C -0.72593 0.37466 2.60365 0.15 0.25 0.03 -0.5966
C -0.54453 1.31076 1.60020 0.11 0.24 -0.15 -0.3609
C 0.74730 1.65089 1.24356 0.00 -0.14 0.09 0.2116
F 0.94427 2.52758 0.23283 -0.05 -0.01 0.09 -0.3902
C 1.85652 1.11478 1.87530 -0.05 0.17 -0.18 -0.3548
C 1.66263 0.17675 2.87289 -0.12 0.07 -0.04 -0.4878
C -0.20364 -1.93241 0.69009 0.94 -0.13 -0.32 1.5210
C -1.66677 -1.73068 0.49362 0.08 0.11 -0.49 0.4519
O -2.47186 -2.07402 1.34772 -0.09 -0.08 0.27 -0.7075
N -2.02153 -1.21324 -0.68863 -0.13 0.16 -0.19 0.0867
C -3.39786 -0.93598 -1.01078 -0.23 0.33 0.24 -1.0592
C -3.71504 0.56813 -0.92773 -0.01 -0.29 -0.19 -0.4992
O -3.48019 1.14548 0.32917 0.15 0.05 0.03 -0.2769
C -4.31709 0.67828 1.36618 -0.03 -0.08 0.07 -0.6761
H 3.71077 3.58580 -4.61936 -0.10 0.01 -0.04 0.2619
H 2.38040 3.46368 -3.43799 -0.01 0.01 -0.02 0.2824
H 2.59622 2.20091 -4.67877 -0.02 0.04 -0.01 0.2839
H 4.23415 1.24270 -1.45342 -0.13 0.00 0.04 0.3031
H 2.63289 2.00722 -1.66322 0.06 -0.07 0.04 0.2000
H 3.65250 -0.39251 -3.27997 -0.09 0.05 -0.01 0.2290
H 2.00946 0.30092 -3.35062 0.17 -0.07 0.00 0.3904
H 3.12061 -1.06848 -0.98034 -0.16 -0.02 0.02 0.2847
H 0.07604 -3.80097 3.55826 -0.01 -0.06 -0.07 0.5478
H -1.37640 -2.88858 3.00332 0.24 -0.13 -0.04 0.3088
H -1.72077 0.07411 2.89048 -0.11 -0.06 0.01 0.5120
H -1.38941 1.74337 1.08818 -0.07 0.06 -0.09 0.6300
H 2.84752 1.41926 1.57614 0.09 0.07 -0.05 0.5066
H 2.50413 -0.28230 3.36779 0.07 -0.07 0.00 0.4145
H -1.30728 -0.87435 -1.33346 0.12 -0.15 0.14 0.2794
H -3.60298 -1.27513 -2.02955 -0.07 0.00 0.06 0.4075
H -4.02212 -1.49637 -0.31096 0.02 0.02 -0.18 0.4250
H -4.76372 0.71667 -1.22907 0.08 0.03 -0.02 0.3511
H -3.06336 1.11418 -1.61525 -0.12 -0.04 -0.04 0.3741
H -5.37006 0.70964 1.06409 -0.02 0.03 0.02 0.3257
H -4.16356 1.35369 2.20625 -0.08 -0.03 0.04 0.2289
H -4.05623 -0.34089 1.66828 -0.04 0.05 -0.02 0.2450
```
Positions in Å, forces in eV/Å.

SMILES: COCCNC(=O)c1onc(CSc2ccc(F)cc2)c1C(=O)NCCOC
Total energy (eV): -47282.490
Relative energy (zero: lowest compared OMol25 entry of this formula, charge and spin) (eV): 1.967
HOMO (eV): -8.748
Frontier orbital gap (Eh): 0.3137
Multiplicity: 1

---

Here is C18H22FeN3O3 as an isolated structure in a non-equilibrium geometry from the Open Molecules 2025 dataset. Energies are from ωB97M-V with the def2-TZVPD basis set.

```
47
Properties=species:S:1:pos:R:3:forces:R:3:mulliken_charge:R:1
O 3.22772 -3.03362 -2.86396 -0.61 0.63 0.23 -0.4607
C 2.34763 -2.27819 -2.85685 2.32 -2.64 -0.93 -0.1933
Fe 1.03862 -1.12760 -2.34656 0.97 0.37 -1.27 0.3893
C 2.33123 0.01185 -1.71024 1.89 1.66 0.61 -0.1523
O 3.07809 0.69064 -1.13848 0.54 0.55 0.91 -0.4259
C 0.94980 -1.74493 -0.69228 0.05 -2.01 2.81 0.1973
O 0.96455 -2.05298 0.43632 0.05 0.42 1.05 -0.5479
C -0.41375 -2.30688 -2.94555 -1.24 -0.90 -1.07 0.2726
C -1.74790 -2.05017 -2.28688 -0.49 0.14 0.46 -1.0959
C -1.89695 -0.55944 -1.93890 -0.25 -0.47 -0.16 -0.6611
C -0.53914 0.08353 -1.76428 -0.36 1.29 -0.51 1.1540
C 0.10882 0.57858 -2.93837 -1.65 1.30 -0.13 -1.1291
C 0.04659 -0.16584 -4.14447 -0.44 1.65 -0.94 -0.8049
C -0.00168 -1.55730 -4.09651 -1.52 -1.85 -1.08 -0.7580
H -0.11364 -3.36198 -2.91194 -0.31 0.22 -0.42 0.5127
H -2.58560 -2.37337 -2.92962 0.14 -0.01 -0.02 0.4407
H -1.83775 -2.66340 -1.37757 0.21 0.13 -0.04 0.3250
H -2.45881 -0.05829 -2.74903 0.26 -0.06 0.20 0.4522
H -2.48438 -0.42445 -1.02199 0.06 -0.09 -0.42 0.0423
H -0.39154 0.59938 -0.81103 -0.02 -0.02 -0.75 0.3465
H 0.60282 1.55795 -2.92696 -0.05 -0.39 -0.07 0.3787
H 0.30378 0.32234 -5.08967 0.23 -0.19 0.33 0.3668
H 0.34832 -2.13479 -4.96009 0.18 0.34 0.23 0.3189
C 3.40215 -0.52903 2.73407 -1.39 1.25 0.26 -0.5970
C 2.12156 -0.33560 3.23417 0.81 0.20 -0.65 -0.0973
N 1.73989 0.93182 2.83106 -0.03 0.49 0.23 0.3941
C 0.47763 1.62475 3.13525 0.31 -0.10 -0.03 -1.4942
C -0.48847 1.78331 1.94386 0.15 -0.43 -0.23 0.4353
C -1.83081 2.34100 2.45814 -0.16 -0.02 0.21 -0.8231
C -2.93128 1.42795 1.88504 0.12 0.02 -0.49 -0.6329
C -2.19632 0.12534 1.53276 0.36 -0.06 0.65 -0.5148
N -0.82726 0.54982 1.22563 -0.40 0.32 0.70 0.2236
C 2.80917 1.49943 2.16508 -0.15 -1.87 0.70 -0.0681
N 3.80044 0.62376 2.09459 0.16 0.57 -0.15 -0.6545
H 4.01093 -1.41744 2.80907 0.04 0.19 -0.07 0.3940
H 1.50652 -0.97144 3.84779 -0.22 0.05 -0.18 0.3628
H -0.02093 1.08603 3.95690 0.20 0.11 -0.28 0.4370
H 0.72649 2.64243 3.48419 -0.09 -0.36 0.07 0.2840
H -0.02398 2.47907 1.22127 -0.06 -0.12 0.26 0.1839
H -1.86944 2.28288 3.55603 0.14 0.10 -0.18 0.3487
H -1.95602 3.39222 2.18038 -0.08 -0.17 0.06 0.3278
H -3.74574 1.24550 2.59431 0.13 0.12 -0.13 0.3675
H -3.35920 1.88355 0.98278 0.07 -0.16 0.13 0.2939
H -2.21413 -0.54861 2.41156 -0.15 0.05 -0.21 0.3060
H -2.63610 -0.40522 0.68059 0.07 0.13 0.44 0.3702
H -0.13822 -0.19407 1.27849 0.02 0.10 -0.04 -0.1739
H 2.76625 2.53156 1.82190 0.19 -0.46 -0.11 0.3595
```
Positions in Å, forces in eV/Å.

Net charge: -1
Total energy (eV): -64016.938
Relative energy (zero: lowest compared OMol25 entry of this formula, charge and spin) (eV): 0.000
HOMO (spin up / spin down) (eV): -0.383 / -4.347
Frontier orbital gap (spin up / spin down) (Eh): 0.1140 / 0.2596
Multiplicity: 5

---

Here is C18H22IN3Pd as an isolated structure in a non-equilibrium geometry from the Open Molecules 2025 dataset. Energies are from ωB97M-V with the def2-TZVPD basis set.

```
45
Properties=species:S:1:pos:R:3:forces:R:3:mulliken_charge:R:1
C 1.07219 -2.47394 0.68173 0.85 0.19 -0.62 -1.1318
C -0.45919 -2.33944 0.71825 -2.05 -1.49 2.12 -1.0612
H 1.39322 -2.39105 -0.31624 0.93 -0.30 -1.37 0.4086
H 1.17523 -3.49814 1.08486 0.30 0.37 -0.60 0.3819
H 1.77059 -1.92696 1.32066 -0.54 0.59 -0.62 0.4135
H -1.56708 -2.02943 0.61115 2.33 1.87 -1.42 0.3651
H -0.61610 -3.32541 0.23268 -0.71 -0.14 1.24 0.2626
H -0.49067 -2.21923 1.79817 -0.83 -1.81 0.84 0.4375
C 2.17460 1.64215 -1.70484 -1.06 0.96 -0.60 -0.2534
C 2.66268 2.46059 -2.69540 0.71 0.03 -0.34 -0.6436
C 1.88077 3.47610 -3.22432 0.37 0.00 -0.13 -0.6163
C 0.60007 3.64917 -2.75757 -2.03 1.03 0.00 -0.4616
H 2.69392 0.81700 -1.22948 0.05 0.18 -0.12 0.4591
H 3.65610 2.27500 -3.03822 0.52 0.14 -0.33 0.4382
H 2.26839 4.13751 -3.99767 -0.06 -0.23 0.19 0.4279
H -0.09487 4.41924 -3.12105 0.75 -0.14 -0.20 0.3687
N 0.93204 1.87363 -1.32773 -1.11 0.28 0.49 0.2667
C 0.07316 2.82852 -1.77786 3.18 -0.99 -0.68 0.7429
C -1.24451 2.85732 -1.18323 -2.23 -0.58 1.44 0.1596
N -1.49710 1.93304 -0.23343 0.80 0.01 -0.17 0.3921
C -2.60652 1.73806 0.45649 0.37 1.09 -1.05 -0.1454
C -3.48122 3.60799 -0.77158 0.19 -0.18 0.03 -0.6203
C -3.62373 2.62721 0.19916 -1.17 -0.09 0.62 -0.7342
H -2.62029 0.90299 1.15412 -0.12 0.30 -0.09 0.4256
H -4.53251 2.51348 0.78017 -0.08 0.24 -0.22 0.3995
C -2.29455 3.70482 -1.47860 0.56 0.19 -0.44 -0.5548
H -2.12169 4.40229 -2.27397 -0.40 0.50 -0.17 0.4645
H -4.28993 4.28741 -0.98641 -0.10 0.04 0.00 0.4418
Pd 0.05382 0.72115 0.04145 0.79 -3.44 2.06 0.0091
I -0.96186 -0.86418 -2.05016 0.19 0.58 -0.42 -0.3622
C 0.94560 -0.88744 3.43924 -0.43 -1.00 0.37 -0.5968
C 1.11412 0.54315 3.17074 0.54 1.43 0.95 0.2110
C 1.57807 1.43084 4.15749 -0.13 -2.50 0.72 -0.7127
C 1.63835 2.66147 3.59520 -0.14 2.55 -2.17 -0.9960
C 1.20613 2.53904 2.25348 0.42 0.19 1.77 0.2061
C 1.14037 3.63972 1.27715 0.25 1.13 -0.37 -0.8158
N 0.87124 1.24696 2.00541 -0.09 -0.74 -0.31 0.5749
H 1.07015 -1.47197 2.54370 -0.24 0.14 0.53 -0.4941
H -0.05289 -1.11955 3.86217 0.40 -0.02 -0.09 0.2279
H 1.71646 -1.25851 4.14487 -0.47 0.34 -0.21 0.3860
H 1.85610 1.13236 5.18243 -0.19 0.19 -0.72 0.3760
H 1.96813 3.61654 4.00320 -0.07 -0.36 0.09 0.3851
H 1.50182 4.56082 1.78654 -0.25 -0.51 -0.36 0.3483
H 1.80746 3.49159 0.40185 -0.40 0.10 0.35 0.0842
H 0.11471 3.86828 0.92376 0.39 -0.14 0.02 0.1356
```
Positions in Å, forces in eV/Å.

Total energy (eV): -35069.088
Relative energy (zero: lowest compared OMol25 entry of this formula, charge and spin) (eV): 4.109
HOMO (spin up / spin down) (eV): -6.226 / -6.218
Frontier orbital gap (spin up / spin down) (Eh): 0.1847 / 0.1871
Multiplicity: 3

---

> Among the records above, which one has the highest total energy?

C18H22IN3Pd